ORCA calculation (ωB97M-V with the def2-TZVPD basis set) on C29H38AsN4NaO4S4 as an isolated structure.

```
81
C29H38AsN4NaO4S4 (ωB97M-V with the def2-TZVPD basis set)
Na 0.43 0.29 -0.16
C 3.25 -0.97 -3.92
C 4.13 -1.89 -3.09
S 4.58 -1.14 -1.50
C 4.79 -2.61 -0.49
C 3.51 -3.40 -0.22
S 2.32 -2.41 0.72
C 0.96 -3.59 0.78
C 0.18 -3.73 -0.53
S -0.66 -2.19 -0.96
C -0.57 -2.17 -2.76
C 0.83 -2.14 -3.37
S 1.64 -0.53 -3.23
H 3.11 -1.41 -4.91
H 3.76 -0.01 -4.08
H 5.03 -2.13 -3.65
H 3.61 -2.83 -2.90
H 5.22 -2.26 0.45
H 5.52 -3.28 -0.95
H 3.76 -4.30 0.35
H 3.06 -3.72 -1.16
H 0.29 -3.24 1.57
H 1.34 -4.57 1.08
H -0.55 -4.53 -0.41
H 0.85 -4.03 -1.34
H -1.13 -1.28 -3.04
H -1.10 -3.04 -3.15
H 0.75 -2.40 -4.43
H 1.46 -2.91 -2.90
O -0.72 1.87 0.85
C -1.64 2.56 0.41
C -2.11 2.63 -0.94
C -3.13 3.57 -1.19
C -3.65 3.72 -2.45
C -3.17 2.94 -3.52
C -2.19 2.02 -3.31
C -1.61 1.79 -2.01
O -0.73 0.91 -1.85
N -4.70 4.69 -2.68
O -5.12 5.34 -1.73
O -5.11 4.83 -3.82
H -2.20 3.21 1.11
H -3.52 4.17 -0.37
H -3.60 3.08 -4.50
H -1.82 1.41 -4.12
C 4.64 1.98 0.68
As 2.69 1.82 0.68
C 2.29 3.26 -0.57
C 2.32 2.78 2.35
H 4.95 3.01 0.84
H 5.03 1.63 -0.28
H 5.06 1.35 1.47
H 2.79 4.18 -0.28
H 1.21 3.42 -0.61
H 2.63 2.97 -1.57
H 2.80 3.76 2.35
H 2.69 2.19 3.19
H 1.24 2.89 2.44
C 0.08 -1.81 5.03
C 0.68 -1.60 3.80
N 0.15 -0.84 2.84
C -1.01 -0.24 3.11
C -1.71 -0.40 4.30
C -1.13 -1.19 5.29
C -2.97 0.32 4.55
C -3.93 0.63 3.67
C -4.03 0.23 2.25
C -3.72 -1.05 1.79
C -3.91 -1.29 0.44
N -4.36 -0.36 -0.40
C -4.63 0.82 0.14
N -4.51 1.16 1.42
H 0.57 -2.43 5.77
H 1.63 -2.08 3.56
H -1.38 0.43 2.35
H -1.63 -1.33 6.24
H -3.10 0.68 5.56
H -4.74 1.27 3.99
H -3.36 -1.82 2.46
H -3.68 -2.26 0.02
H -5.01 1.58 -0.53
```

Results
F_max in eV/Å: 0.7
E_LUMO in eV: -0.107
Frontier orbital gap in eV: 7.60
Calculated total energy in Eh: -5638.6344

=====

ORCA calculation (ωB97M-V with the def2-TZVPD basis set) on a 4-piece molecular cluster, C58H86F2IN8O9S2 overall at a distorted geometry.

```
166
C58H86F2IN8O9S2 (ωB97M-V with the def2-TZVPD basis set)
C -0.50 5.51 -0.53
C -0.42 6.56 -1.75
C 0.84 7.59 -1.65
C -0.57 5.89 -3.22
C 0.54 4.77 -3.54
C -2.09 5.42 -3.46
O -2.31 3.99 -3.49
C -2.69 3.47 -2.22
C -4.08 3.88 -1.50
S -5.34 5.02 -2.27
C -4.44 3.32 -0.09
C -5.80 3.74 0.68
O -6.87 2.86 0.26
C -7.69 2.52 1.41
C -8.00 0.97 1.57
C -8.90 0.52 2.76
C -9.48 1.58 3.76
C -9.13 3.09 3.62
C -8.23 3.58 2.44
C -3.41 2.34 0.58
C -3.76 1.76 2.06
C -3.08 2.77 3.15
O -1.86 3.09 2.99
I -4.27 3.49 4.86
C -2.04 1.85 -0.10
N -1.26 0.92 0.66
C -0.10 0.57 -0.13
N 0.84 -0.45 0.48
C 1.82 0.32 1.29
O 3.01 -0.06 1.34
F 1.40 1.50 1.95
C -0.04 -1.29 1.33
O -0.94 -2.04 0.85
F 0.11 -1.26 2.77
C 0.29 1.12 -1.52
C 1.65 0.57 -2.22
C 1.26 -0.55 -3.34
C 0.95 -2.00 -2.71
C -0.64 -2.35 -2.63
S -0.95 -4.21 -2.58
C -2.03 -4.63 -1.15
N -1.98 -5.78 -0.26
N -2.90 -5.82 0.74
C -3.70 -4.60 0.52
O -3.18 -3.91 -0.62
N -0.51 2.08 -2.22
C -1.71 2.44 -1.50
H 0.14 4.57 -0.67
H -1.62 5.25 -0.40
H -0.20 6.05 0.46
H -1.36 7.24 -1.64
H 1.08 7.97 -2.70
H 0.46 8.51 -1.06
H 1.74 7.15 -1.08
H -0.38 6.76 -3.97
H 0.94 4.21 -2.63
H 1.45 5.33 -4.00
H 0.21 4.02 -4.36
H -2.75 6.00 -2.72
H -2.39 5.81 -4.51
H -4.87 6.30 -1.89
H -5.60 3.71 1.82
H -6.05 4.85 0.45
H -7.56 0.23 0.80
H -9.12 -0.60 2.84
H -10.17 1.27 4.62
H -9.57 3.84 4.37
H -7.93 4.67 2.25
H -4.90 1.69 2.17
H -3.25 0.74 2.25
H 2.35 0.04 -1.49
H 2.23 1.41 -2.77
H 0.37 -0.16 -3.96
H 2.13 -0.71 -4.10
H 1.39 -2.79 -3.44
H 1.44 -2.20 -1.70
H -1.11 -2.01 -3.64
H -1.11 -1.83 -1.73
H -4.59 -4.32 1.18
C 7.90 -2.16 -3.37
C 6.60 -1.96 -4.19
C 6.89 -2.08 -5.71
C 7.60 -0.87 -6.29
C 6.84 0.41 -5.96
C 6.57 0.58 -4.45
N 5.97 -0.65 -3.83
O 4.66 -0.70 -4.20
C 7.91 0.94 -3.75
C 5.69 1.84 -4.24
C 5.72 -3.18 -3.80
H 8.79 -2.23 -4.00
H 8.07 -1.36 -2.65
H 7.87 -3.06 -2.76
H 5.95 -2.22 -6.26
H 7.49 -2.97 -5.90
H 8.63 -0.81 -5.92
H 7.68 -0.98 -7.38
H 7.40 1.27 -6.35
H 5.89 0.40 -6.51
H 7.78 0.98 -2.66
H 8.26 1.93 -4.07
H 8.72 0.25 -3.97
H 4.75 1.79 -4.80
H 6.21 2.74 -4.59
H 5.46 1.98 -3.18
H 5.44 -3.15 -2.74
H 6.26 -4.11 -3.97
H 4.80 -3.25 -4.39
C 13.06 0.63 0.23
C 11.55 0.54 -0.13
C 10.68 0.95 1.09
C 10.62 -0.10 2.18
C 10.19 -1.45 1.61
C 11.07 -1.90 0.43
N 11.23 -0.84 -0.62
O 10.07 -0.77 -1.32
C 12.45 -2.34 0.98
C 10.48 -3.21 -0.16
C 11.36 1.63 -1.22
H 13.22 0.86 1.29
H 13.61 -0.28 0.00
H 13.58 1.41 -0.34
H 9.65 1.16 0.75
H 11.05 1.89 1.51
H 11.59 -0.19 2.69
H 9.90 0.21 2.95
H 10.21 -2.20 2.41
H 9.14 -1.38 1.29
H 13.14 -2.59 0.16
H 12.36 -3.23 1.60
H 12.92 -1.59 1.61
H 9.44 -3.10 -0.47
H 10.48 -4.01 0.59
H 11.06 -3.56 -1.01
H 11.92 1.39 -2.12
H 11.71 2.60 -0.85
H 10.31 1.77 -1.49
C -13.33 -3.03 6.57
C -12.72 -2.93 5.14
C -13.36 -3.99 4.21
C -12.87 -5.41 4.46
C -11.35 -5.47 4.42
C -10.69 -4.45 5.38
N -11.23 -3.07 5.22
O -10.71 -2.54 4.08
C -10.88 -4.95 6.84
C -9.15 -4.51 5.17
C -13.18 -1.54 4.63
H -14.00 -3.89 6.67
H -12.57 -3.10 7.35
H -13.91 -2.14 6.83
H -13.14 -3.74 3.16
H -14.45 -3.97 4.30
H -13.25 -5.78 5.42
H -13.28 -6.08 3.70
H -11.02 -6.49 4.66
H -11.02 -5.28 3.39
H -10.50 -4.21 7.55
H -10.33 -5.88 7.01
H -11.92 -5.17 7.08
H -8.86 -4.31 4.14
H -8.76 -5.50 5.42
H -8.64 -3.79 5.82
H -12.74 -0.74 5.23
H -14.27 -1.45 4.69
H -12.93 -1.37 3.58
```

Results
⟨S²⟩: 3.764
Spin multiplicity: 4
F_max in eV/Å: 7.0
E_LUMO in eV: -1.774
Frontier orbital gap in eV: 6.60
Calculated total energy in Eh: -4669.7753

=====

ORCA calculation (ωB97M-V with the def2-TZVPD basis set) on one molecule with the formula C2H4N4O at a distorted geometry.

```
11
C2H4N4O (ωB97M-V with the def2-TZVPD basis set)
N -0.33 1.86 -0.55
N 0.08 0.60 -0.14
N 0.85 0.62 1.04
N 0.89 -0.73 1.41
C 0.23 -1.45 0.46
C -0.32 -0.58 -0.62
O -1.24 -0.80 -1.36
H -0.19 1.68 -1.58
H -1.42 1.85 -0.42
H 1.71 1.10 1.04
H 0.00 -2.54 0.53
```

Results
F_max in eV/Å: 5.1
E_LUMO in eV: 0.521
SMILES: Nn1[nH]ncc1=O
Frontier orbital gap in eV: 9.79
Calculated total energy in Eh: -372.7668

=====

What did the third record say?
ORCA calculation (ωB97M-V with the def2-TZVPD basis set) on one molecule with the formula C2H4N4O at a distorted geometry.

```
11
C2H4N4O (ωB97M-V with the def2-TZVPD basis set)
N -0.33 1.86 -0.55
N 0.08 0.60 -0.14
N 0.85 0.62 1.04
N 0.89 -0.73 1.41
C 0.23 -1.45 0.46
C -0.32 -0.58 -0.62
O -1.24 -0.80 -1.36
H -0.19 1.68 -1.58
H -1.42 1.85 -0.42
H 1.71 1.10 1.04
H 0.00 -2.54 0.53
```

Results
F_max in eV/Å: 5.1
E_LUMO in eV: 0.521
SMILES: Nn1[nH]ncc1=O
Frontier orbital gap in eV: 9.79
Calculated total energy in Eh: -372.7668